C29H22Cl2N3O2S2Se2SmTe2 | ωB97M-V/def2-TZVPD

Output
Multiplicity: 6
E_HOMO (alpha / beta): -1.03 / -1.03 eV
Total charge: -2
Expectation value of S²: 8.76
Relative energy (zero: lowest compared OMol25 entry of this formula, charge and spin): 4.03 kcal per mole

Atoms and positions in Å:
Sm  -1.344  -0.424  20.149
Se  1.071  -0.250  21.927
Te  0.717  0.240  24.295
Te  -1.770  -1.009  24.736
Se  -2.115  -2.350  22.694
C  4.161  4.851  22.464
C  3.089  4.400  21.549
C  3.088  4.661  20.170
C  2.057  4.261  19.331
C  0.974  3.622  19.887
C  0.952  3.290  21.223
C  1.995  3.703  22.039
S  -0.412  3.147  18.781
O  -1.638  3.673  19.313
O  -0.029  3.622  17.469
N  -0.361  1.572  18.875
C  0.778  0.935  18.405
C  1.696  1.437  17.471
C  2.762  0.659  17.095
C  2.871  -0.625  17.611
C  1.847  -1.090  18.416
N  0.892  -0.321  18.838
H  4.939  5.352  21.857
H  4.579  4.007  22.998
H  3.760  5.529  23.207
H  3.972  5.158  19.749
H  2.073  4.491  18.272
H  0.122  2.724  21.624
H  1.931  3.433  23.090
H  1.525  2.382  17.020
H  3.413  1.058  16.342
H  3.686  -1.262  17.292
H  1.890  -2.094  18.807
Cl  -1.589  -0.741  16.907
C  -1.666  -2.501  16.684
C  -1.901  -2.859  15.365
C  -2.001  -4.205  15.042
C  -1.767  -5.169  16.028
C  -1.469  -4.777  17.334
Cl  -1.125  -6.051  18.505
C  -1.453  -3.432  17.748
S  -1.255  -3.019  19.385
H  -2.113  -2.096  14.636
H  -2.234  -4.498  14.024
H  -1.813  -6.211  15.799
C  -3.006  2.502  23.476
C  -4.378  2.580  23.335
C  -4.993  1.825  22.341
C  -4.219  0.987  21.523
N  -2.868  0.995  21.636
C  -2.310  1.687  22.610
C  -4.768  0.119  20.469
C  -6.133  -0.052  20.358
C  -6.701  -0.807  19.374
C  -5.874  -1.384  18.420
C  -4.512  -1.195  18.493
C  -3.860  -0.440  19.517
H  -2.453  2.964  24.292
H  -4.967  3.232  23.995
H  -6.050  1.881  22.138
H  -1.224  1.640  22.725
H  -6.767  0.374  21.140
H  -7.787  -0.932  19.298
H  -6.303  -2.036  17.663
H  -3.887  -1.629  17.706

C29H22N2O6PRuS2 | ωB97M-V/def2-TZVPD

Output
Multiplicity: 6
E_HOMO (alpha / beta): 0.70 / -1.01 eV
Total charge: -2
Expectation value of S²: 8.82

Atoms and positions in Å:
Ru  0.135  -0.981  0.915
O  3.696  -1.228  2.544
C  2.548  -1.132  2.152
O  2.161  -1.245  0.921
C  1.448  -0.837  3.268
C  1.521  -0.650  4.667
C  0.292  -0.395  5.340
C  -0.971  -0.292  4.803
C  -1.061  -0.467  3.331
N  0.223  -0.731  2.812
C  -2.284  -0.456  2.182
O  -3.408  -0.299  2.560
O  -2.006  -0.704  0.765
H  2.458  -0.707  5.201
H  0.360  -0.259  6.417
H  -1.843  -0.094  5.406
O  1.445  -3.627  0.634
C  0.948  -2.923  -0.249
C  0.821  -3.319  -1.641
C  1.302  -4.573  -2.136
C  1.175  -4.886  -3.465
C  0.573  -3.987  -4.371
C  0.107  -2.749  -3.891
C  0.222  -2.406  -2.562
P  -0.349  -0.867  -1.745
C  -1.180  -0.054  -3.167
C  -2.475  -0.468  -3.471
C  -3.115  -0.023  -4.617
C  -2.473  0.861  -5.476
C  -1.191  1.295  -5.173
C  -0.550  0.842  -4.025
C  1.240  0.184  -1.515
C  1.443  1.178  -0.525
C  2.675  1.794  -0.402
C  3.728  1.446  -1.239
C  3.537  0.484  -2.212
C  2.300  -0.138  -2.353
H  1.766  -5.273  -1.452
H  1.542  -5.844  -3.826
H  0.475  -4.243  -5.420
H  -0.348  -2.073  -4.611
H  -2.980  -1.155  -2.802
H  -4.119  -0.365  -4.842
H  -2.972  1.211  -6.372
H  -0.684  1.989  -5.835
H  0.450  1.194  -3.805
H  0.648  1.481  0.141
H  2.817  2.550  0.362
H  4.693  1.928  -1.129
H  4.355  0.210  -2.870
H  2.172  -0.886  -3.127
S  -0.806  1.228  2.409
C  -1.559  2.448  3.410
N  -0.911  3.678  3.636
C  -1.494  4.517  4.648
C  -2.986  4.204  4.624
S  -3.101  2.424  4.258
H  0.041  3.785  3.337
H  -1.292  5.568  4.423
H  -1.074  4.289  5.642
H  -3.482  4.761  3.827
H  -3.464  4.427  5.576
O  -1.135  0.358  0.114

C29H23AuN5O2 | ωB97M-V/def2-TZVPD

Output
E_HOMO: -16.96 eV
Total charge: +3
Relative energy (zero: lowest compared OMol25 entry of this formula, charge and spin): 15.89 kcal per mole

Atoms and positions in Å:
Au  1.079  -0.112  -0.334
C  1.712  3.657  -2.674
O  2.818  3.365  -1.747
C  2.568  2.227  -1.201
N  1.489  1.607  -1.574
C  0.828  2.375  -2.661
C  -0.638  2.631  -2.449
C  -1.534  2.380  -3.486
C  -2.890  2.608  -3.308
C  -3.358  3.100  -2.095
C  -2.466  3.364  -1.060
C  -1.110  3.140  -1.239
C  3.463  1.616  -0.220
C  4.679  2.103  0.223
C  5.378  1.352  1.169
C  4.848  0.153  1.640
C  3.630  -0.264  1.126
N  2.982  0.456  0.223
C  2.910  -1.484  1.488
N  1.712  -1.736  1.064
C  1.307  -3.083  1.584
C  2.535  -3.452  2.449
O  3.485  -2.359  2.243
C  -0.038  -3.116  2.287
C  -0.216  -3.653  3.556
C  -1.474  -3.633  4.146
C  -2.574  -3.156  3.451
C  -2.408  -2.646  2.169
C  -1.151  -2.647  1.590
H  2.140  3.862  -3.650
H  1.191  4.539  -2.307
H  0.957  1.811  -3.587
H  -1.166  2.025  -4.442
H  -3.582  2.412  -4.117
H  -4.412  3.312  -1.967
H  -2.828  3.784  -0.131
H  -0.418  3.415  -0.447
H  5.057  3.044  -0.155
H  6.335  1.700  1.539
H  5.353  -0.448  2.386
H  1.229  -3.762  0.730
H  3.013  -4.380  2.148
H  2.320  -3.483  3.513
H  0.601  -4.084  4.118
H  -1.589  -3.970  5.167
H  -3.562  -3.222  3.887
H  -3.270  -2.306  1.610
H  -1.020  -2.339  0.559
N  -6.211  -0.864  -1.248
C  -5.070  -0.762  -1.169
C  -3.651  -0.631  -1.037
C  -2.785  -1.112  -2.019
C  -1.428  -0.974  -1.832
N  -0.932  -0.392  -0.730
C  -1.756  0.087  0.218
C  -3.121  -0.019  0.101
H  -3.162  -1.598  -2.908
H  -0.724  -1.342  -2.566
H  -1.310  0.544  1.092
H  -3.763  0.362  0.884

C29H23CrF12N3O6 | ωB97M-V/def2-TZVPD

Output
Multiplicity: 4
E_HOMO (alpha / beta): -4.42 / -4.63 eV
Total charge: -1
Expectation value of S²: 3.77

Atoms and positions in Å:
Cr  0.151  -0.343  -0.249
C  4.996  1.984  4.186
C  3.778  1.389  3.526
C  2.519  1.457  4.121
C  1.412  0.933  3.497
C  1.483  0.274  2.246
N  0.332  -0.168  1.640
C  -0.744  -0.659  2.384
C  -0.500  -1.509  3.476
C  -1.517  -2.037  4.237
C  -2.844  -1.753  3.937
C  -3.979  -2.318  4.752
C  -3.099  -0.952  2.836
C  -2.089  -0.413  2.039
C  -2.455  0.492  0.841
O  -1.646  0.441  -0.251
C  -2.485  1.965  1.371
F  -3.232  2.142  2.481
F  -2.954  2.834  0.448
F  -1.239  2.373  1.682
C  -3.882  0.178  0.285
F  -4.903  0.615  1.072
F  -4.063  0.767  -0.909
F  -4.053  -1.141  0.103
C  2.760  0.219  1.634
C  3.861  0.775  2.288
C  3.014  -0.546  0.317
O  1.940  -1.070  -0.310
C  3.890  -1.790  0.684
F  4.052  -2.600  -0.375
F  3.274  -2.495  1.649
F  5.136  -1.510  1.148
C  3.836  0.363  -0.719
F  3.996  1.648  -0.313
F  5.085  -0.091  -0.971
F  3.221  0.424  -1.904
H  4.890  1.978  5.271
H  5.155  3.019  3.871
H  5.892  1.420  3.925
H  2.407  1.941  5.086
H  0.437  1.029  3.956
H  0.529  -1.754  3.705
H  -1.281  -2.699  5.063
H  -3.716  -2.364  5.810
H  -4.230  -3.330  4.423
H  -4.872  -1.702  4.641
H  -4.133  -0.748  2.607
H  4.835  0.729  1.817
C  0.060  5.066  -0.423
N  0.279  3.725  -0.926
C  0.940  2.767  -0.226
N  1.672  3.154  0.837
O  0.851  1.584  -0.564
H  -0.615  5.586  -1.097
H  0.999  5.625  -0.396
H  -0.380  5.062  0.578
H  -0.435  3.334  -1.519
H  1.912  4.112  1.003
H  2.210  2.430  1.297
O  -3.164  -3.909  -2.785
C  -2.534  -2.790  -3.147
C  -2.850  -2.196  -4.371
C  -2.187  -1.059  -4.790
C  -1.192  -0.491  -4.002
C  -0.896  -1.067  -2.784
C  -1.558  -2.198  -2.325
C  -1.272  -2.796  -0.974
O  -1.748  -3.914  -0.712
O  -0.579  -2.121  -0.145
H  -2.739  -4.167  -1.911
H  -3.617  -2.656  -4.983
H  -2.439  -0.614  -5.744
H  -0.656  0.386  -4.341
H  -0.086  -0.643  -2.196

Number 1: molar mass 1143.03 g/mol. Number 2: molar mass 690.68 g/mol. Number 3: molar mass 670.50 g/mol. Number 4: molar mass 789.49 g/mol.